The following is a DFT calculation (wB97M-V/def2-TZVPD) of a single C4H12N2S molecule in a non-equilibrium geometry.

Computed properties:
SMILES: C[C@@H](CS)NCN
ΔE to the lowest compared entry with this formula, charge and spin (kJ/mol): 180.62
Net charge: 0
HOMO-LUMO gap (eV): 9.68
Multiplicity: 1

Last column: Mulliken charge in e.
Geometry (Å):
C1 -0.440 1.236 0.992  -1.15
C2 0.115 -0.211 0.774  0.38
C3 -0.607 -1.229 1.667  -0.96
S1 -0.235 -1.063 3.454  -0.18
N1 0.053 -0.549 -0.832  -0.44
C4 0.980 0.191 -1.828  -0.40
N2 0.411 0.529 -3.202  -0.70
H1 0.154 1.976 0.501  0.35
H2 -0.495 1.439 2.090  0.37
H3 -1.405 1.438 0.449  0.29
H4 1.226 -0.335 1.099  0.18
H5 -0.404 -2.262 1.438  0.39
H6 -1.704 -1.090 1.527  0.32
H7 -1.329 -0.661 3.821  0.09
H8 -0.922 -0.463 -1.172  0.30
H9 1.867 -0.384 -1.955  0.31
H10 1.386 1.089 -1.402  0.33
H11 0.167 -0.416 -3.522  0.26
H12 1.185 0.765 -3.902  0.27


The following is a DFT calculation (wB97M-V/def2-TZVPD) of a single C4H12N2S molecule in a non-equilibrium geometry.

Computed properties:
SMILES: CN[C@@H](CN)CS
ΔE to the lowest compared entry with this formula, charge and spin (kJ/mol): 85.63
Net charge: 0
HOMO-LUMO gap (eV): 9.69
Multiplicity: 1

Last column: Mulliken charge in e.
Geometry (Å):
C1 -2.721 0.332 0.468  -0.95
N1 -1.779 -0.780 0.309  -0.42
C2 -0.352 -0.505 0.266  0.19
C3 0.462 -1.754 -0.158  -0.87
N2 1.920 -1.609 -0.238  -0.54
C4 0.000 0.692 -0.631  -0.71
S1 1.365 1.692 0.033  -0.24
H1 -2.606 1.058 -0.325  0.32
H2 -2.617 0.811 1.448  0.32
H3 -3.721 -0.082 0.367  0.34
H4 -2.002 -1.451 1.026  0.26
H5 -0.022 -0.339 1.304  0.27
H6 0.066 -2.565 0.457  0.33
H7 0.143 -1.915 -1.191  0.39
H8 2.313 -2.031 0.592  0.30
H9 2.145 -0.641 -0.004  0.21
H10 -0.823 1.393 -0.612  0.32
H11 0.108 0.327 -1.649  0.36
H12 1.445 2.468 -1.052  0.14


The following is a DFT calculation (wB97M-V/def2-TZVPD) of a single C4H12N2S molecule in a non-equilibrium geometry.

Computed properties:
SMILES: NCCNCCS
ΔE to the lowest compared entry with this formula, charge and spin (kJ/mol): 261.43
Net charge: 0
HOMO-LUMO gap (eV): 9.42
Multiplicity: 1

Last column: Mulliken charge in e.
Geometry (Å):
N1 3.452 0.628 0.680  -0.59
C1 2.182 -0.148 1.107  -0.29
C2 0.927 0.057 0.156  -0.40
N2 -0.101 0.949 0.798  -0.38
C3 -1.309 1.125 -0.096  -0.92
C4 -1.548 0.253 -1.297  -0.60
S1 -1.896 -1.348 -0.591  -0.22
H1 4.340 0.156 0.948  0.19
H2 3.544 0.989 -0.246  0.18
H3 2.223 -1.249 1.478  0.25
H4 2.079 0.580 1.984  0.21
H5 1.169 0.605 -0.710  0.36
H6 0.626 -0.943 -0.120  0.23
H7 -0.474 0.610 1.653  0.30
H8 -2.101 0.897 0.648  0.40
H9 -1.063 2.182 -0.287  0.30
H10 -0.709 0.082 -1.834  0.46
H11 -2.384 0.669 -1.765  0.39
H12 -1.876 -1.774 -1.859  0.13